Record 1
A cluster of 9 separate species, C27H72O9 in total in a non-equilibrium geometry, computed with ωB97M-V with the def2-TZVPD basis set.

```
108
Properties=species:S:1:pos:R:3:forces:R:3
C 2.536 3.125 -2.545 -0.7 0.0 -0.4
C 2.444 4.143 -3.676 0.1 0.3 0.8
C 3.427 3.922 -4.794 0.1 -0.2 -0.4
O 1.085 4.109 -4.154 0.3 -0.1 -0.1
H 1.860 3.443 -1.749 0.1 -0.1 0.1
H 3.538 3.013 -2.141 0.1 0.1 -0.1
H 2.174 2.154 -2.901 0.2 0.0 0.1
H 2.609 5.132 -3.222 0.1 0.0 -0.2
H 4.455 3.874 -4.434 0.0 0.1 0.1
H 3.376 4.726 -5.533 0.0 0.0 0.0
H 3.213 2.977 -5.303 0.0 0.0 0.0
H 1.017 4.757 -4.863 -0.1 0.0 0.0
C -2.441 -4.065 0.381 -0.1 -0.3 0.7
C -1.198 -3.747 1.203 0.4 -0.2 -0.2
C -0.384 -4.995 1.485 -0.1 -0.7 -0.3
O -0.337 -2.867 0.462 -0.3 0.1 0.3
H -2.155 -4.651 -0.494 0.0 0.3 -0.2
H -2.979 -3.152 0.131 0.0 0.0 -0.3
H -3.123 -4.700 0.958 0.1 0.1 0.0
H -1.448 -3.283 2.164 -0.2 0.2 -0.1
H 0.317 -4.877 2.307 0.1 0.1 -0.1
H 0.148 -5.293 0.574 0.2 0.2 0.1
H -1.022 -5.858 1.704 -0.1 0.2 0.2
H -0.824 -2.031 0.310 0.1 0.1 0.1
C -0.226 -2.604 -2.972 0.1 0.3 0.1
C 0.628 -3.845 -2.725 -0.4 0.0 0.1
C 1.554 -4.135 -3.878 0.1 -0.1 -0.3
O 1.405 -3.707 -1.547 0.1 0.1 -0.2
H -0.804 -2.680 -3.894 0.0 -0.1 0.0
H 0.396 -1.705 -3.033 0.1 -0.1 0.0
H -0.923 -2.454 -2.143 0.0 0.0 -0.1
H -0.075 -4.687 -2.597 0.2 0.0 -0.1
H 2.147 -5.035 -3.713 0.0 0.1 0.2
H 2.226 -3.288 -4.032 0.0 -0.1 0.0
H 0.978 -4.304 -4.791 0.0 0.1 0.0
H 0.799 -3.408 -0.849 0.0 0.0 0.2
C 1.943 -0.701 5.090 0.4 -0.3 -0.2
C 1.411 0.629 5.576 0.5 0.0 -0.2
C 1.898 1.791 4.747 -0.3 0.8 -0.1
O -0.014 0.664 5.493 -0.1 0.1 0.2
H 1.427 -1.530 5.581 0.0 0.0 -0.1
H 3.013 -0.821 5.280 -0.1 0.2 0.2
H 1.845 -0.793 4.005 -0.3 0.0 0.1
H 1.754 0.801 6.605 -0.3 -0.1 0.1
H 2.981 1.843 4.665 0.0 -0.1 0.1
H 1.540 2.720 5.207 0.2 0.0 0.0
H 1.456 1.791 3.748 0.2 -0.2 0.2
H -0.366 -0.114 5.937 0.1 0.0 -0.1
C -4.557 1.021 -0.953 -0.2 -0.2 0.1
C -3.688 1.482 -2.091 0.5 0.4 0.0
C -3.221 2.917 -1.854 -0.4 0.0 0.0
O -2.555 0.596 -2.172 -0.1 0.3 -0.4
H -4.071 1.237 0.000 0.0 0.0 0.0
H -4.750 -0.051 -1.003 0.0 0.0 0.0
H -5.514 1.542 -0.988 0.0 0.0 0.1
H -4.239 1.477 -3.040 0.0 -0.3 0.0
H -2.649 3.296 -2.701 0.2 0.0 0.1
H -2.655 2.965 -0.924 0.2 0.0 -0.1
H -4.092 3.568 -1.728 0.0 0.0 -0.1
H -1.913 0.995 -2.790 0.0 -0.1 0.3
C -0.043 0.364 2.005 0.1 0.1 1.0
C -0.425 0.578 0.579 -0.3 -0.4 -0.7
C 0.756 0.355 -0.338 0.2 0.4 -0.5
O -1.494 -0.326 0.239 0.2 0.1 -0.3
H -0.905 0.394 2.676 0.0 0.2 -0.1
H 0.661 1.143 2.313 -0.3 -0.1 -0.2
H 0.469 -0.582 2.210 -0.1 -0.1 -0.4
H -0.795 1.601 0.427 0.0 0.0 0.2
H 0.486 0.457 -1.395 -0.2 -0.1 0.1
H 1.199 -0.632 -0.195 0.0 0.0 0.1
H 1.492 1.148 -0.167 0.2 -0.2 0.1
H -1.747 -0.104 -0.686 -0.2 -0.1 0.4
C -2.721 -0.368 7.048 0.0 -0.2 -0.5
C -3.081 0.212 5.677 0.7 0.8 0.4
C -4.530 0.034 5.331 -0.4 0.1 -0.4
O -2.819 1.634 5.665 -0.3 -0.4 0.0
H -3.049 -1.409 7.105 0.0 0.0 0.1
H -3.177 0.213 7.847 0.0 0.0 0.0
H -1.636 -0.358 7.173 -0.2 0.0 0.3
H -2.410 -0.233 4.932 -0.3 -0.2 -0.1
H -4.852 -1.003 5.419 0.1 0.0 0.1
H -4.735 0.351 4.305 0.1 0.0 0.0
H -5.150 0.661 5.975 0.1 -0.1 0.1
H -1.867 1.756 5.764 0.1 -0.1 -0.1
C 4.303 0.829 1.713 -0.2 -0.2 -0.1
C 3.971 -0.660 1.738 -0.2 0.3 0.0
C 4.174 -1.328 0.388 0.0 -0.3 0.1
O 4.747 -1.267 2.783 -0.2 0.1 -0.3
H 4.456 1.200 2.725 0.2 0.0 0.0
H 3.450 1.381 1.308 0.1 0.0 -0.1
H 5.173 1.024 1.084 0.1 0.1 0.2
H 2.896 -0.736 1.976 0.2 -0.1 0.1
H 3.632 -0.783 -0.386 0.0 0.0 0.0
H 3.776 -2.347 0.405 0.0 0.0 -0.1
H 5.227 -1.393 0.104 0.0 0.2 0.1
H 4.564 -2.213 2.758 0.1 0.0 0.0
C -1.831 2.363 -5.904 -0.1 -0.3 -0.1
C -1.005 1.245 -5.275 0.2 0.8 0.4
C 0.168 0.848 -6.152 -0.3 -0.3 -0.2
O -0.505 1.701 -3.984 -0.3 -0.5 -0.7
H -2.177 2.086 -6.904 0.0 0.0 0.1
H -1.224 3.265 -6.001 0.0 0.0 0.0
H -2.707 2.578 -5.292 0.0 0.1 0.0
H -1.651 0.394 -5.052 0.1 -0.1 0.0
H 0.590 -0.091 -5.807 0.3 0.0 0.1
H 0.923 1.635 -6.136 0.1 0.0 0.0
H -0.144 0.703 -7.190 0.0 0.0 0.1
H 0.190 2.351 -4.187 -0.3 0.2 0.4
```
Forces are in eV/Å.

Output
Frontier orbital gap: 9.83 eV
ΔE to the lowest compared entry with this formula, charge and spin: 0.0 kJ/mol

=====

Record 2
The ion C6H10N5S with charge +1 in a non-equilibrium geometry, computed with ωB97M-V with the def2-TZVPD basis set.

```
22
Properties=species:S:1:pos:R:3:forces:R:3
C 3.656 1.110 -0.252 -0.3 0.7 0.1
C 2.499 0.347 0.107 1.0 -0.3 -0.7
C 0.858 -1.436 0.325 -0.5 0.0 0.5
C -0.941 0.593 -2.007 1.1 -1.3 0.2
C -1.382 0.336 1.931 1.1 -1.4 0.6
C -1.540 0.798 -0.641 2.4 1.0 1.2
N 4.346 1.978 -0.550 0.4 -0.3 0.0
N 1.397 0.946 0.223 -2.7 -2.4 1.5
N 0.367 -0.249 0.520 0.5 4.2 -1.3
N 0.070 -2.514 0.318 0.9 0.2 -0.1
N -0.967 0.082 0.568 1.2 -2.1 -1.5
S 2.591 -1.391 0.138 -0.4 -0.6 0.0
H -1.444 1.285 -2.650 -0.4 0.5 -0.4
H 0.163 0.938 -2.031 -1.7 -1.2 -0.2
H -1.267 -0.420 -2.386 1.3 0.8 0.1
H -0.587 0.932 2.283 0.9 0.8 1.3
H -2.190 1.003 1.919 -1.7 0.3 0.2
H -1.442 -0.606 2.620 -0.4 1.6 -1.5
H -1.378 1.869 -0.498 -0.8 0.1 0.6
H -2.507 0.427 -0.623 -2.2 0.1 -0.1
H -0.711 -2.766 0.885 -0.6 0.9 0.4
H 0.409 -3.262 -0.202 0.8 -1.6 -0.8
```
Forces are in eV/Å.

Output
Total charge: +1
Frontier orbital gap: 9.16 eV
ΔE to the lowest compared entry with this formula, charge and spin: 295.6 kJ/mol

=====

Record 3
A structure of composition C43H44ClIN4O3PtSeSi in a non-equilibrium geometry, computed with ωB97M-V with the def2-TZVPD basis set.

```
99
Properties=species:S:1:pos:R:3:forces:R:3
Pt -0.003 -0.481 -0.246 0.3 1.1 -0.3
Cl 5.414 1.114 3.697 0.0 0.0 0.0
C 3.833 0.703 3.100 0.1 0.0 0.0
C 2.781 0.631 3.969 -0.1 0.0 -0.1
C 1.498 0.270 3.515 0.0 0.0 0.2
I -0.086 0.109 4.846 0.0 0.0 0.0
C 1.268 -0.025 2.189 -0.2 -0.1 0.0
O 0.098 -0.436 1.742 0.1 -0.5 0.4
C 2.364 0.083 1.297 -0.1 -0.1 -0.2
N 2.089 -0.260 0.002 0.1 -0.1 -0.2
C 3.063 -0.284 -0.873 0.2 0.0 0.1
C 4.380 0.078 -0.536 -0.1 0.0 -0.1
C 4.675 0.437 0.745 0.0 -0.1 0.1
C 3.654 0.426 1.725 0.1 0.0 -0.1
H 2.938 0.847 5.016 0.0 0.0 0.0
H 2.830 -0.612 -1.871 -0.1 0.1 -0.1
H 5.142 0.066 -1.302 0.0 0.0 0.0
H 5.683 0.701 1.033 0.0 0.0 0.0
O 1.773 1.524 -2.398 0.1 -0.1 0.1
C 0.838 0.925 -2.884 -0.1 0.4 0.3
N -0.196 0.298 -2.180 0.0 -1.4 -0.6
C -1.153 -0.154 -3.134 0.1 0.4 0.0
O -2.214 -0.676 -2.922 0.0 -0.1 0.1
C -0.622 0.153 -4.499 -0.1 -0.1 0.1
C -1.119 -0.177 -5.743 -0.1 0.0 -0.1
C -0.356 0.190 -6.847 0.0 0.0 0.0
C 0.845 0.883 -6.694 0.0 0.0 0.0
C 1.325 1.215 -5.431 0.0 0.0 0.0
C 0.568 0.817 -4.347 0.1 0.0 0.0
H -2.058 -0.707 -5.846 0.0 0.0 0.0
H -0.697 -0.067 -7.842 0.0 0.0 0.0
H 1.410 1.165 -7.572 0.0 0.0 0.0
H 2.254 1.755 -5.299 0.0 0.0 0.0
Se -1.197 2.940 -0.725 -0.3 0.1 -0.1
N 0.180 2.455 0.266 0.1 -0.2 0.1
C 0.861 3.554 0.545 0.0 0.0 0.0
C 2.043 3.608 1.352 0.0 -0.1 0.0
C 2.640 4.804 1.557 0.0 0.1 0.0
C 2.125 6.018 0.984 0.0 -0.1 0.0
C 1.009 6.017 0.220 0.0 0.0 0.0
C 0.333 4.776 -0.017 0.0 0.0 0.0
N -0.776 4.652 -0.729 0.1 0.0 0.1
H 2.440 2.700 1.787 -0.1 0.0 0.0
H 3.531 4.856 2.171 0.0 0.0 0.0
H 2.646 6.946 1.176 0.0 0.0 0.0
H 0.608 6.922 -0.217 0.0 0.0 0.0
C -1.943 -0.307 -0.170 0.1 0.3 0.3
C -3.058 0.099 0.057 -0.1 -0.1 -0.1
C -4.435 0.454 0.250 0.1 0.0 0.0
C -4.800 1.440 1.166 0.0 0.0 0.1
C -6.135 1.769 1.344 0.0 0.0 0.0
C -7.118 1.118 0.612 0.0 0.0 0.0
C -6.761 0.130 -0.298 0.0 0.0 0.0
C -5.428 -0.201 -0.482 0.0 0.0 0.0
H -4.029 1.933 1.745 0.0 0.0 0.0
H -6.409 2.534 2.059 0.0 0.0 0.0
H -8.159 1.381 0.746 0.0 0.0 0.0
H -7.525 -0.383 -0.867 0.0 0.0 0.0
H -5.137 -0.959 -1.198 0.0 0.0 0.0
C 2.796 -3.140 1.139 0.0 -0.1 -0.1
C 1.374 -3.721 1.244 0.0 0.4 0.1
C 1.519 -5.241 1.028 -0.1 0.0 0.0
C 0.940 -3.503 2.705 0.0 0.0 0.0
Si 0.058 -3.022 -0.027 -0.2 -0.5 -0.1
C 0.500 -3.732 -1.791 0.1 0.2 0.0
C 0.007 -5.182 -1.942 0.1 0.0 0.1
C 2.011 -3.716 -2.082 -0.1 0.0 0.0
C -0.141 -2.924 -2.917 -0.1 -0.1 0.0
C -1.719 -3.543 0.544 -0.1 0.3 0.0
C -1.797 -5.030 0.940 0.0 0.0 -0.1
C -2.749 -3.332 -0.585 0.1 0.1 0.0
C -2.175 -2.755 1.791 0.0 -0.1 0.0
H 3.491 -3.839 1.615 0.0 0.0 0.0
H 2.874 -2.206 1.681 0.0 0.1 0.1
H 3.142 -2.982 0.120 0.0 0.0 0.0
H 2.161 -5.626 1.827 0.0 0.0 0.0
H 1.997 -5.488 0.084 0.1 0.0 0.0
H 0.577 -5.780 1.078 0.1 0.0 0.0
H 1.765 -3.799 3.362 0.0 0.0 0.0
H 0.076 -4.105 2.981 0.0 0.0 0.0
H 0.703 -2.461 2.911 0.0 0.0 0.0
H 0.440 -5.860 -1.209 0.0 0.0 -0.1
H 0.302 -5.536 -2.936 0.0 0.0 0.0
H -1.075 -5.261 -1.882 0.0 0.0 0.0
H 2.589 -4.386 -1.451 0.0 0.0 0.0
H 2.430 -2.714 -1.979 0.0 0.0 0.0
H 2.166 -4.028 -3.120 0.0 0.0 0.0
H -1.214 -2.794 -2.796 0.0 0.0 0.0
H 0.034 -3.436 -3.870 0.0 0.0 0.0
H 0.323 -1.944 -2.988 0.0 0.0 0.0
H -1.506 -5.705 0.136 0.0 0.0 0.0
H -2.840 -5.248 1.191 0.0 0.0 0.0
H -1.201 -5.265 1.820 -0.1 0.0 0.0
H -2.649 -4.078 -1.373 0.0 0.0 0.0
H -2.691 -2.346 -1.041 0.0 0.0 0.0
H -3.753 -3.440 -0.160 0.0 0.0 0.0
H -1.578 -2.998 2.667 -0.1 0.0 0.0
H -3.213 -3.027 2.009 0.0 0.0 0.0
H -2.139 -1.681 1.659 0.0 0.0 0.0
```
Forces are in eV/Å.

Output
Frontier orbital gap: 6.95 eV
ΔE to the lowest compared entry with this formula, charge and spin: 0.0 kJ/mol